No. 1
Density functional theory data (ωB97M-V with the def2-TZVPD basis set) for an isolated molecule of C2H3I2N in a non-equilibrium geometry.

For the HOMO-LUMO gap, the calculation gives 9.45 eV. The energy above the lowest of the compared OMol25 structures with the same formula, charge and spin is 68.6 kJ/mol. As for the SMILES: [H]/N=C(\I)CI. For the HOMO energy, the calculation gives -9.3 eV.

Each line ends with the Mulliken charge.
Geometry (Å):
H1 0.57 -2.13 -1.46  0.3144
N1 0.63 -1.13 -1.18  -0.5296
C1 -0.32 -0.75 -0.48  0.1496
I1 -2.08 -1.99 0.02  0.0036
C2 -0.37 0.87 0.30  -0.7276
I2 -2.25 1.80 -0.06  0.1275
H2 -0.10 0.66 1.44  0.3374
H3 0.45 1.47 -0.20  0.3248



No. 2
Density functional theory data (ωB97M-V with the def2-TZVPD basis set) for the ion C4H8NS with charge +1 in a non-equilibrium geometry.

For the HOMO-LUMO gap (alpha / beta), the calculation gives 7.22 / 7.14 eV. The energy above the lowest of the compared OMol25 structures with the same formula, charge and spin is 278.7 kJ/mol. Its charge is +1. For the HOMO energy (alpha / beta), the calculation gives -13.3 / -13.2 eV.

Each line ends with the Mulliken charge.
Geometry (Å):
C1 0.46 -1.13 0.34  -0.2103
C2 1.75 -1.06 0.05  -0.2093
C3 0.30 1.40 0.35  -0.7159
C4 -1.44 0.11 -0.65  -0.9508
N1 -0.44 0.18 0.36  0.0870
S1 2.65 0.34 -0.25  -0.0044
H1 -0.28 -2.02 0.39  0.3563
H2 2.32 -1.98 -0.10  0.3357
H3 0.13 2.09 -0.41  0.3828
H4 0.54 1.79 1.32  0.3658
H5 -1.08 0.29 -1.63  0.4031
H6 -1.77 -0.87 -0.60  0.3712
H7 -2.24 0.78 -0.47  0.4206
H8 -0.90 0.09 1.30  0.3682



No. 3
Density functional theory data (ωB97M-V with the def2-TZVPD basis set) for the ion C8H8N3O3 with charge +1 in a non-equilibrium geometry.

For the HOMO-LUMO gap (alpha / beta), the calculation gives 6.60 / 6.60 eV. The energy above the lowest of the compared OMol25 structures with the same formula, charge and spin is 0.0 kJ/mol. Its charge is +1. As for the SMILES: O=[N+]([O-])C1=[NH+]c2ccccc2N[C@@H]1O. For the HOMO energy (alpha / beta), the calculation gives -12.8 / -12.8 eV.

Each line ends with the Mulliken charge.
Geometry (Å):
O1 4.02 0.24 0.00  -0.5293
N1 3.18 -0.63 0.03  1.0185
O2 3.32 -1.82 -0.14  -0.5942
C1 1.83 -0.21 0.27  0.0259
N2 0.88 -1.08 0.14  0.0824
C2 -0.45 -0.81 0.11  0.8071
C3 -1.38 -1.85 -0.09  -0.7212
C4 -2.70 -1.55 -0.26  -0.7342
C5 -3.13 -0.21 -0.21  -0.6237
C6 -2.24 0.81 0.02  -0.8112
C7 -0.87 0.55 0.19  0.7708
N3 0.00 1.55 0.44  -0.1947
C8 1.43 1.53 0.34  -0.0675
O3 1.83 2.11 -0.82  -0.4639
H1 1.19 -2.06 0.00  0.3508
H2 -1.02 -2.87 -0.14  0.3962
H3 -3.42 -2.33 -0.44  0.4140
H4 -4.17 0.02 -0.36  0.4067
H5 -2.57 1.84 0.06  0.3647
H6 -0.39 2.49 0.39  0.2579
H7 1.91 1.90 1.25  0.4294
H8 2.76 2.39 -0.79  0.4153



No. 4
Density functional theory data (ωB97M-V with the def2-TZVPD basis set) for an isolated molecule of C26H33N3O4 in a non-equilibrium geometry.

For the HOMO-LUMO gap, the calculation gives 7.26 eV. The energy above the lowest of the compared OMol25 structures with the same formula, charge and spin is 2157.1 kJ/mol. As for the SMILES: CC[C@H]1CN(C(=O)N2CCC(C(=O)NCc3ccccc3OC)CC2)c2cc(C)ccc2O1. For the HOMO energy, the calculation gives -7.0 eV.

Each line ends with the Mulliken charge.
Geometry (Å):
C1 6.80 0.12 -2.21  -1.3344
C2 5.51 0.02 -2.90  -0.6175
C3 4.30 0.03 -1.86  -0.3474
C4 4.39 -1.09 -0.81  -1.7217
N1 3.15 -0.81 0.23  -0.0252
C5 2.41 -1.97 0.76  0.6299
O1 3.02 -2.92 0.47  -0.6047
N2 1.16 -1.63 0.91  0.1224
C6 0.34 -0.78 0.35  -0.1661
C7 -0.42 -1.63 -0.89  -0.8432
C8 -1.22 -2.69 -0.39  -0.7838
C9 -2.46 -2.23 0.71  0.2952
O2 -2.36 -2.33 1.85  -0.5563
N3 -3.49 -1.87 -0.08  -0.0971
C10 -4.65 -1.13 0.53  -1.2694
C11 -4.71 0.28 -0.04  0.8098
C12 -3.69 1.19 0.49  -0.2921
C13 -3.57 2.55 0.05  -0.8002
C14 -4.74 3.03 -0.45  -0.5933
C15 -5.78 2.37 -1.15  -0.8624
C16 -5.70 0.87 -0.59  0.5524
O3 -6.81 -0.19 -0.84  -0.3519
C17 -7.95 0.67 -1.45  -1.3346
C18 -0.25 -3.56 0.79  -0.6759
C19 0.51 -2.75 1.60  -1.4216
C20 3.21 0.53 0.60  0.3632
C21 2.53 0.82 1.87  -0.8444
C22 2.49 2.10 2.29  0.6253
C23 1.82 2.51 3.68  -1.2797
C24 2.93 3.34 1.36  -0.8372
C25 3.40 3.00 0.32  -0.8177
C26 3.64 1.67 -0.21  0.5153
O4 4.28 1.44 -1.40  -0.4217
H1 7.18 -0.72 -1.65  0.3445
H2 7.50 0.06 -3.06  0.3642
H3 6.83 0.97 -1.69  0.3914
H4 5.32 -1.05 -3.41  0.2730
H5 5.03 0.66 -3.53  0.4676
H6 3.32 -0.13 -2.23  0.6114
H7 4.53 -1.96 -0.70  1.4826
H8 5.34 -0.77 -0.18  0.2959
H9 0.77 0.33 -0.01  0.1786
H10 -0.52 -0.30 1.01  0.0134
H11 -1.10 -0.65 -1.23  0.1647
H12 0.19 -1.72 -1.59  0.9925
H13 -1.66 -3.37 -1.09  0.4968
H14 -3.27 -1.71 -1.23  0.4200
H15 -4.49 -1.10 1.53  0.5978
H16 -5.50 -1.67 -0.12  0.2820
H17 -2.75 0.59 0.84  0.0760
H18 -2.73 2.93 0.20  0.8574
H19 -4.66 4.07 -0.87  0.2899
H20 -6.66 2.62 -1.52  0.6679
H21 -7.88 0.87 -2.31  0.6779
H22 -8.64 -0.37 -1.43  0.2368
H23 -8.43 1.40 -0.85  0.4316
H24 -0.95 -4.30 1.25  0.3852
H25 0.36 -4.07 -0.14  0.2436
H26 1.16 -3.31 2.14  0.8101
H27 -0.09 -2.50 2.50  0.5092
H28 2.08 0.23 2.46  0.8282
H29 2.49 3.01 4.49  0.3089
H30 1.16 1.66 3.90  0.3576
H31 0.90 3.39 3.48  0.2390
H32 2.92 4.19 1.88  0.6890
H33 4.16 3.76 -0.44  0.0010